Entry 1:
This record from OMol25 describes 3 unconnected molecules or ions with the total composition C3H13NO3S in a non-equilibrium geometry. The level of theory is the ωB97M-V functional and the def2-TZVPD basis.

Geometry (Å):
N: -1.34489 -0.05578 0.71854
C: -1.12592 -0.00184 -0.70196
C: -0.02883 -1.00655 -1.12916
O: -0.38598 -2.34226 -0.76113
C: -0.64067 1.36818 -1.19487
S: -0.97700 2.81287 -0.10346
H: -0.72866 0.50693 1.28235
H: -1.54654 -0.99184 1.03921
H: -2.04940 -0.26863 -1.21972
H: 0.86781 -0.73149 -0.57900
H: 0.12330 -0.93040 -2.21138
H: -1.14014 -2.57952 -1.31053
H: -1.20621 1.62791 -2.08537
H: 0.42135 1.42832 -1.43334
H: -2.22430 3.02160 -0.53290
O: 1.77051 -1.51807 2.84793
H: 2.33919 -1.69394 2.08958
H: 1.00945 -1.05576 2.46948
O: 2.03824 0.59879 0.69833
H: 2.57821 0.26954 1.42938
H: 2.25048 1.54196 0.68802

* E_HOMO: -8.75 eV
* frontier orbital gap: 9.1 eV
* F_max: 1.5 eV Å⁻¹
* spin multiplicity: 1
* structure (SMILES): N[C@H](CO)CS.O.O
* relative energy (zero: lowest compared OMol25 entry of this formula, charge and spin): 20.0 kcal/mol
* LUMO energy: 0.4 eV


Entry 2:
This record from OMol25 describes 3 unconnected molecules or ions with the total composition C3H13NO3S in a non-equilibrium geometry. The level of theory is the ωB97M-V functional and the def2-TZVPD basis.

Geometry (Å):
N: 1.43515 0.60983 -0.25308
C: 0.87589 -0.72887 0.08313
C: 1.24007 -2.06799 -0.71917
O: 2.71424 -1.97230 -0.85208
C: -0.63353 -0.51663 0.22926
S: -1.69148 -0.75086 -1.39064
H: 1.69862 0.62220 -1.12613
H: 2.36125 0.63602 0.09202
H: 1.35797 -0.99687 1.04290
H: 0.80449 -2.11775 -1.64204
H: 1.13622 -2.89761 0.04800
H: 2.98001 -2.75607 -1.39060
H: -0.91939 0.41951 0.49995
H: -0.96735 -1.19302 1.05440
H: -1.03981 -1.84084 -1.59560
O: 0.27739 1.50748 3.05969
H: 0.53617 2.40067 3.24865
H: 0.57857 1.19992 2.23594
O: -2.46379 3.86802 0.64181
H: -2.99981 3.14699 0.91021
H: -1.62664 3.77712 0.28942

* E_HOMO: -9.35 eV
* frontier orbital gap: 9.8 eV
* F_max: 6.8 eV Å⁻¹
* spin multiplicity: 1
* structure (SMILES): N[C@H](CO)CS.O.O
* relative energy (zero: lowest compared OMol25 entry of this formula, charge and spin): 59.7 kcal/mol
* LUMO energy: 0.5 eV


Entry 3:
This record from OMol25 describes 4 unconnected molecules or ions with the total composition C3H13NO4 in a non-equilibrium geometry. The level of theory is the ωB97M-V functional and the def2-TZVPD basis.

Geometry (Å):
C: 1.76408 -1.26272 -0.12330
N: 1.61891 0.20311 0.02847
C: 0.77697 0.68542 1.15347
C: 0.76023 2.18052 1.10311
O: 0.12455 2.88991 1.84504
H: 2.31347 -1.32837 -1.06781
H: 2.45376 -1.62504 0.64283
H: 0.81148 -1.77688 -0.12672
H: 2.50201 0.68257 -0.02689
H: 1.29189 0.43214 2.08116
H: -0.19001 0.33032 0.80765
H: 1.55236 2.72346 0.54941
O: -0.94559 0.25749 -2.00117
H: -0.10028 0.27983 -1.52608
H: -0.97710 -0.68011 -2.22348
O: -1.64095 -2.00723 -0.65160
H: -2.10810 -1.23875 -0.26094
H: -2.35615 -2.62756 -0.88552
O: -2.68293 0.32080 0.39394
H: -2.58593 0.43873 -0.56783
H: -2.38268 1.12235 0.85628

* E_HOMO: -9.33 eV
* frontier orbital gap: 10.0 eV
* F_max: 2.9 eV Å⁻¹
* spin multiplicity: 1
* structure (SMILES): CNCC=O.O.O.O
* relative energy (zero: lowest compared OMol25 entry of this formula, charge and spin): 51.8 kcal/mol
* LUMO energy: 0.7 eV


Entry 4:
This record from OMol25 describes 4 unconnected molecules or ions with the total composition C3H13O3S in a non-equilibrium geometry. The level of theory is the ωB97M-V functional and the def2-TZVPD basis.

Geometry (Å):
C: 2.18556 -0.91079 0.86486
C: 1.05894 -1.75407 0.20992
C: 0.86501 -1.38920 -1.32726
S: -0.23662 -0.08583 -1.91507
H: 2.17646 -1.03533 1.94684
H: 1.81172 0.01152 0.42753
H: 3.26737 -1.02539 0.56106
H: 1.54797 -2.72862 0.29190
H: 0.13942 -1.67559 0.79337
H: 0.62903 -2.45481 -1.70886
H: 1.83229 -1.12309 -1.76540
H: -0.20769 3.10672 2.64915
H: -0.39337 4.46259 3.00674
O: -0.06676 3.67052 3.30143
H: -3.12036 -1.25958 -2.08220
H: -3.67368 -0.30526 -3.09630
O: -3.53352 -1.23148 -2.89284
H: -0.80617 1.51002 0.06967
H: -2.17454 1.87885 0.40645
O: -1.30104 2.33883 0.25903

* E_HOMO: -2.93 eV
* frontier orbital gap: 6.5 eV
* F_max: 6.5 eV Å⁻¹
* spin multiplicity: 1
* relative energy (zero: lowest compared OMol25 entry of this formula, charge and spin): 48.2 kcal/mol
* charge: -1
* LUMO energy: 3.6 eV


Entry 5:
This record from OMol25 describes 4 unconnected molecules or ions with the total composition C3H13O3S in a non-equilibrium geometry. The level of theory is the ωB97M-V functional and the def2-TZVPD basis.

Geometry (Å):
C: 0.94735 -1.57467 1.67398
C: 2.15613 -0.69749 1.34512
C: 2.11211 0.66656 0.61263
S: 2.10137 0.47142 -1.22290
H: 0.52945 -2.12188 0.80519
H: 0.02591 -0.95206 1.74464
H: 0.89254 -2.37118 2.41783
H: 2.54373 -0.54392 2.42741
H: 2.80784 -1.32154 0.71524
H: 3.16774 0.97872 0.75506
H: 1.25527 1.28362 0.83514
H: -3.56469 -0.51169 0.18638
H: -3.87694 -0.29876 1.61124
O: -4.20259 -0.81549 0.86401
H: -0.14010 -0.13339 -1.04375
H: -0.68821 -1.41456 -0.45325
O: -0.94012 -0.68788 -1.02660
H: -2.61883 1.35517 -1.49174
H: -2.10401 2.64986 -1.16676
O: -2.94738 2.18093 -1.09785

* E_HOMO (spin up / spin down): -10.08 / -9.69 eV
* frontier orbital gap (spin up / spin down): 10.5 / 7.0 eV
* F_max: 4.2 eV Å⁻¹
* spin multiplicity: 2
* expectation value of S²: 0.75
* relative energy (zero: lowest compared OMol25 entry of this formula, charge and spin): 26.8 kcal/mol
* LUMO energy (spin up / spin down): 0.4 / -2.7 eV


Entry 6:
This record from OMol25 describes 4 unconnected molecules or ions with the total composition C3H13O4S in a non-equilibrium geometry. The level of theory is the ωB97M-V functional and the def2-TZVPD basis.

Geometry (Å):
C: 1.17374 -1.34690 0.22984
O: 0.69401 -0.84335 1.38358
C: 0.52351 -0.41514 -1.02537
C: -0.94837 -0.14159 -1.34871
S: -0.99184 0.95227 -2.77673
H: 0.96534 -2.47792 0.11892
H: 2.20351 -1.18607 0.01658
H: 0.98344 0.62006 -0.92134
H: 1.00470 -0.56588 -2.01762
H: -1.47667 0.39099 -0.61011
H: -1.42089 -1.04496 -1.68718
H: -0.12654 1.97925 -2.31537
H: 0.30855 2.19292 0.98481
H: 1.63210 1.53213 0.89051
O: 1.20130 2.43560 0.73157
H: -1.02195 -1.38611 1.19369
H: -0.96204 -2.22916 0.30566
O: -1.75580 -1.76998 0.71588
H: -1.41268 1.35877 1.92964
H: 0.03426 0.58522 1.86719
O: -0.60768 1.35986 2.33455

* E_HOMO: -4.46 eV
* frontier orbital gap: 7.6 eV
* F_max: 5.3 eV Å⁻¹
* spin multiplicity: 1
* relative energy (zero: lowest compared OMol25 entry of this formula, charge and spin): 48.5 kcal/mol
* charge: -1
* LUMO energy: 3.2 eV


Entry 7:
This record from OMol25 describes a molecular structure, C3H14N2O in a non-equilibrium geometry. The level of theory is the ωB97M-V functional and the def2-TZVPD basis.

Geometry (Å):
C: 0.19072 1.51074 0.32908
C: -0.32693 0.95159 -1.02194
C: 0.27205 -0.42732 -0.94374
N: -0.49654 -1.37417 -2.47034
N: -0.40047 0.82029 1.57200
H: 1.27481 1.49859 0.44645
H: -0.14279 2.54455 0.46042
H: -1.42338 0.90257 -1.13699
H: 0.11006 1.58099 -1.79935
H: -0.15768 -1.14918 -0.26916
H: 1.29695 -0.53089 -1.29172
H: -0.19952 -2.32633 -2.73116
H: -0.48701 -0.82701 -3.32565
H: -1.50046 -1.57173 -2.34921
H: -0.75813 1.51848 2.22075
H: -1.27258 0.36566 1.32127
H: 0.28798 0.09099 2.03702
H: 0.58433 -1.49163 3.35965
H: 2.01164 -1.23584 2.69720
O: 1.13693 -0.85035 2.89540

* E_HOMO: -20.17 eV
* frontier orbital gap: 12.1 eV
* F_max: 4.9 eV Å⁻¹
* spin multiplicity: 1
* relative energy (zero: lowest compared OMol25 entry of this formula, charge and spin): 33.0 kcal/mol
* charge: +2
* LUMO energy: -8.1 eV


Entry 8:
This record from OMol25 describes 3 unconnected molecules or ions with the total composition C3H14N2O2 in a non-equilibrium geometry. The level of theory is the ωB97M-V functional and the def2-TZVPD basis.

Geometry (Å):
N: 3.86787 -0.92859 -0.67844
C: 2.55338 -0.36670 -0.66238
C: 1.67345 -0.98676 0.38074
C: 0.19313 -0.48042 0.16986
N: -0.39656 -0.98576 -1.12262
H: 4.34546 -0.73116 -1.54908
H: 4.29699 -0.48274 -0.00374
H: 2.72733 0.76854 -0.54523
H: 1.94800 -0.47026 -1.64050
H: 2.07597 -0.76065 1.35642
H: 1.44852 -2.07579 0.13806
H: -0.15611 -0.84285 1.17612
H: 0.25652 0.56629 0.19502
H: -0.72127 -0.26633 -1.74983
H: -0.72484 -1.93461 -1.25625
O: -2.60034 5.93500 1.26457
H: -2.37077 5.00459 1.52122
H: -3.43597 5.80798 1.58527
O: -3.95082 -2.67402 0.48668
H: -4.79861 -3.22043 0.30503
H: -3.30088 -3.04669 -0.26442

* E_HOMO: -8.78 eV
* frontier orbital gap: 9.4 eV
* F_max: 5.9 eV Å⁻¹
* spin multiplicity: 1
* structure (SMILES): NCCCN.O.O
* relative energy (zero: lowest compared OMol25 entry of this formula, charge and spin): 65.1 kcal/mol
* LUMO energy: 0.6 eV


Entry 9:
This record from OMol25 describes 3 unconnected molecules or ions with the total composition C3H14N2O3 in a non-equilibrium geometry. The level of theory is the ωB97M-V functional and the def2-TZVPD basis.

Geometry (Å):
N: -0.66753 -0.20736 -1.41458
C: -1.21246 -0.98367 -0.29703
C: -0.38920 -0.95920 0.94453
N: -0.68051 0.29871 1.64652
C: 1.08040 -1.43183 0.88057
O: 1.39226 -2.40816 1.83418
H: -0.87333 -0.61910 -2.31025
H: -1.02275 0.74358 -1.53107
H: -2.31573 -0.86348 -0.02812
H: -1.21772 -2.02542 -0.73048
H: -0.93036 -1.63425 1.67618
H: -0.16932 0.96332 1.06506
H: -0.36008 0.39271 2.59852
H: 1.57842 -0.52146 1.22636
H: 1.32657 -1.67548 -0.17244
H: 0.99830 -3.25761 1.60183
O: 1.28621 2.03801 -0.15793
H: 1.50744 1.16085 -0.52206
H: 1.89652 1.91146 0.58768
O: -0.49594 2.78798 -2.61050
H: -0.94377 3.59259 -2.32884
H: 0.21255 2.69780 -1.95812

* E_HOMO: -9.07 eV
* frontier orbital gap: 9.7 eV
* F_max: 3.9 eV Å⁻¹
* spin multiplicity: 1
* structure (SMILES): NC[C@H](N)CO.O.O
* relative energy (zero: lowest compared OMol25 entry of this formula, charge and spin): 30.4 kcal/mol
* LUMO energy: 0.6 eV


Entry 10:
This record from OMol25 describes 3 unconnected molecules or ions with the total composition C3H14NO2 in a non-equilibrium geometry. The level of theory is the ωB97M-V functional and the def2-TZVPD basis.

Geometry (Å):
C: -1.17630 0.23551 -0.61868
C: -0.19762 1.19880 -1.25199
C: -0.82666 1.78392 -2.50142
N: -0.52414 -0.43216 0.61218
H: -1.27421 -0.57698 -1.31127
H: -2.18643 0.48824 -0.31019
H: 0.14344 1.95401 -0.53996
H: 0.69953 0.61315 -1.47801
H: -1.70134 2.38297 -2.25351
H: -1.17638 0.97061 -3.13021
H: -0.20577 2.40999 -3.13405
H: 0.02372 0.25148 1.14749
H: -0.00238 -1.22943 0.26883
H: -1.25254 -0.79876 1.22277
H: 1.86133 -2.30379 0.69530
H: 1.65109 -3.48818 -0.25758
O: 1.20202 -2.72352 0.12678
H: 1.71024 0.38020 3.55373
H: 0.29222 0.79553 3.27874
O: 1.05654 0.39545 2.84388

* E_HOMO: -15.72 eV
* frontier orbital gap: 12.6 eV
* F_max: 1.7 eV Å⁻¹
* spin multiplicity: 1
* relative energy (zero: lowest compared OMol25 entry of this formula, charge and spin): 13.0 kcal/mol
* charge: +1
* LUMO energy: -3.2 eV


Entry 11:
This record from OMol25 describes 4 unconnected molecules or ions with the total composition C3H14NO3 in a non-equilibrium geometry. The level of theory is the ωB97M-V functional and the def2-TZVPD basis.

Geometry (Å):
C: -0.67185 1.64841 -1.19869
C: -1.09758 0.85242 0.06384
C: -0.47160 -1.50515 1.14714
N: -0.15819 -0.54140 0.27013
H: -1.58883 2.05144 -1.69248
H: 0.04007 2.42670 -1.00202
H: -0.32335 0.94312 -1.94575
H: -0.89402 1.44411 1.01243
H: -2.05674 0.37292 -0.04119
H: 0.17967 -2.34178 1.29525
H: -1.42213 -1.37922 1.71649
H: 0.80399 -0.50770 -0.17041
H: 2.43394 -1.85133 -1.27106
H: 2.95095 -0.39512 -0.79241
O: 2.28260 -1.14768 -0.55829
H: -4.77833 -1.09116 2.26469
H: -3.49614 -1.68969 1.64591
O: -3.92069 -0.82016 1.83574
H: 4.14333 1.49416 -2.02604
H: 3.77742 2.20382 -0.73036
O: 3.48605 1.48478 -1.30591

* E_HOMO (spin up / spin down): -4.55 / -9.26 eV
* frontier orbital gap (spin up / spin down): 4.8 / 9.5 eV
* F_max: 4.8 eV Å⁻¹
* spin multiplicity: 2
* expectation value of S²: 0.75
* relative energy (zero: lowest compared OMol25 entry of this formula, charge and spin): 24.0 kcal/mol
* LUMO energy (spin up / spin down): 0.3 / 0.3 eV